15
Properties=species:S:1:pos:R:3 method="wB97M-V/def2-TZVPD" energy_ha=-610.4563 multiplicity=1 relative_energy_kj_mol=780.8
C 0.76420 0.82508 -1.59934
C -0.57803 0.82093 -0.65916
C -1.07547 -0.55593 -0.46378
C -0.14728 -0.97186 0.74979
H 1.26287 -0.28845 -1.11875
H 1.66121 1.85180 -1.31215
H 0.29598 0.67219 -2.97372
H 0.00888 1.14149 0.44777
H -1.37309 1.79848 -1.15686
H -2.11499 -0.66284 -0.11989
H -1.16063 -1.27793 -1.28063
H -0.29935 -1.99440 1.02550
H 1.17492 0.17127 4.03647
N 0.47907 -0.29400 1.59407
S 1.10170 -1.23584 2.83068

---

127
Properties=species:S:1:pos:R:3 method="wB97M-V/def2-TZVPD" charge=+1 energy_ha=-5538.8257 multiplicity=1 relative_energy_kj_mol=0.0
O -3.27722 0.51959 1.22072
P -2.65374 1.73153 0.66046
C -1.83441 2.83349 1.86806
N -0.96312 3.71106 1.29903
C -0.26711 4.62748 1.98345
O 0.47608 5.45380 1.24995
C -0.40278 4.67254 3.36015
C -1.27228 3.78211 3.96138
C -1.44420 3.89805 5.44934
O -2.29781 4.58506 5.91754
O -0.55335 3.25891 6.22004
C -2.03712 2.84401 3.23446
C -3.04392 1.94999 3.90576
C -4.47625 2.25054 3.42747
C -5.53499 2.43737 4.42863
O -5.40320 1.23208 3.63891
H -1.59059 1.43046 -0.19680
H -3.46642 2.61108 -0.04978
H -0.81996 3.69212 0.28092
H 1.40904 5.40924 1.49466
H 0.13977 5.39808 3.95264
H -0.04202 2.61633 5.71011
H -2.84906 0.90455 3.67712
H -3.03444 2.14334 4.97290
H -4.55832 2.85006 2.51662
H -5.30365 2.30141 5.47562
H -6.41346 2.98570 4.11715
C 1.61622 7.16167 7.84986
C 2.58050 6.27385 7.08807
O 1.87042 6.05479 5.86515
C 1.04829 7.11695 5.66669
O 0.50043 7.33182 4.62676
O 0.94065 7.84922 6.77361
F 2.79744 5.08770 7.68636
H 0.89884 6.56204 8.40481
H 2.09527 7.87154 8.51518
H 3.54106 6.73436 6.85442
C 2.86328 1.92006 0.23714
C 2.77973 0.95615 -0.92907
O 1.39792 1.07284 -1.29871
C 0.97866 2.30123 -0.96423
O -0.02941 2.80399 -1.36838
O 1.84132 2.88676 -0.10743
F 3.00045 -0.30323 -0.52845
H 2.58946 1.42069 1.16681
H 3.83010 2.40137 0.34285
H 3.40153 1.19792 -1.78889
C -0.45566 0.17259 -3.78324
C -1.54947 -0.60992 -3.08553
O -2.07295 -1.38650 -4.14321
C -1.07806 -1.59461 -5.03835
O -1.10083 -2.44138 -5.86835
O -0.05655 -0.74413 -4.81360
F -2.51154 0.20695 -2.58523
H -0.84689 1.08826 -4.22855
H 0.37986 0.40054 -3.13672
H -1.20052 -1.27830 -2.29624
C 2.99323 -3.19684 -3.74963
C 4.41055 -3.73314 -3.71025
O 5.17864 -2.53920 -3.61516
C 4.41550 -1.59952 -3.01266
O 4.81796 -0.56737 -2.58187
O 3.12467 -1.98858 -2.98308
F 4.73927 -4.38570 -4.84785
H 2.69892 -2.95049 -4.77110
H 2.25709 -3.85710 -3.30058
H 4.63499 -4.37404 -2.85699
C -4.20961 -4.37681 -4.43907
C -3.51843 -5.65456 -4.86821
O -2.16871 -5.39786 -4.47618
C -2.19654 -4.52710 -3.44201
O -1.26376 -4.28192 -2.74111
O -3.41006 -3.96587 -3.32070
F -3.56802 -5.83142 -6.20996
H -4.14980 -3.61917 -5.22167
H -5.24185 -4.51650 -4.13375
H -3.84663 -6.55838 -4.35883
C -0.54952 -8.96377 -3.58017
C -0.58608 -9.20763 -2.08323
O -1.64425 -8.35511 -1.66835
C -2.48640 -8.19837 -2.71502
O -3.57771 -7.72993 -2.65186
O -1.91802 -8.63883 -3.85271
F 0.55632 -8.83542 -1.46634
H 0.08033 -8.10634 -3.81920
H -0.23915 -9.82573 -4.16203
H -0.82410 -10.23196 -1.79361
C -1.67844 4.48711 9.31128
C -2.69688 5.49452 9.80286
O -1.91322 6.32145 10.65019
C -0.63246 6.28316 10.20624
O 0.22183 7.04859 10.50074
O -0.47090 5.25628 9.33467
F -3.68974 4.92135 10.51530
H -1.60010 3.64761 10.00305
H -1.87669 4.12699 8.30820
H -3.13909 6.11332 9.02016
C 7.16151 -6.08820 -4.00402
C 8.24255 -7.11565 -3.73922
O 8.01934 -7.43802 -2.37807
C 6.70771 -7.22521 -2.09850
O 6.14163 -7.61219 -1.13615
O 6.12942 -6.50284 -3.09523
F 9.48549 -6.60442 -3.88143
H 7.50371 -5.08710 -3.73737
H 6.79355 -6.08779 -5.02484
H 8.16566 -8.02374 -4.33875
C -3.69562 7.77241 1.71322
C -2.94654 7.94682 0.40545
O -2.74312 6.59311 0.00343
C -3.73567 5.84605 0.53863
O -3.98478 4.72780 0.21017
O -4.38453 6.52927 1.49321
F -1.75078 8.54515 0.56738
H -2.99923 7.65792 2.54502
H -4.40184 8.56694 1.93005
H -3.50191 8.46437 -0.37700
C 0.80524 -4.90265 -6.91422
C 1.84645 -4.55106 -7.95416
O 2.46599 -5.79824 -8.19559
C 1.55816 -6.78231 -7.92340
O 1.67635 -7.91514 -8.23769
O 0.51023 -6.26434 -7.24186
F 2.77217 -3.67521 -7.48228
H 1.23370 -4.85725 -5.91109
H -0.08686 -4.28734 -6.95513
H 1.44384 -4.16205 -8.89010

---

59
Properties=species:S:1:pos:R:3 method="wB97M-V/def2-TZVPD" energy_ha=-2073.6081 multiplicity=1 relative_energy_kj_mol=78.7
Pb -0.05400 -0.10543 -0.41764
O 3.61728 -0.68009 1.34638
C 3.34824 -1.57407 0.37538
O 4.19841 -2.42153 0.06504
O 2.14150 -1.61516 -0.05981
H 2.83866 -0.10043 1.39421
O -1.87127 2.57634 -3.42879
C -1.34447 1.78650 -2.48837
O -1.80723 0.59974 -2.43497
O -0.51876 2.21814 -1.65893
H -2.64830 2.17078 -3.81947
C 2.09569 2.45013 0.84583
O 1.51037 1.36324 1.07601
N 2.07034 2.96716 -0.38964
N 2.83717 3.09184 1.76783
H 2.25920 3.93741 -0.57246
H 1.34031 2.57429 -0.98570
H 3.60876 3.68002 1.51719
H 2.64575 2.88753 2.73088
C 2.40080 0.14428 -3.19651
O 1.65256 0.54549 -2.30333
N 3.31747 0.89876 -3.86530
N 2.31559 -1.13050 -3.62455
H 3.44339 1.84627 -3.55755
H 3.95573 0.49565 -4.52009
H 3.07695 -1.55079 -4.11954
H 1.49139 -1.64237 -3.33156
C -3.59653 -1.35947 0.25105
O -2.42445 -1.51138 -0.09473
N -4.49709 -0.77145 -0.56890
N -4.01415 -1.81153 1.46055
H -4.05522 -0.55489 -1.45221
H -5.31603 -0.34728 -0.17738
H -5.00585 -1.86683 1.62903
H -3.45344 -2.30873 2.12256
C -2.04953 2.38850 1.55995
O -1.79639 1.23729 1.18356
N -2.31037 3.37805 0.67220
N -2.14564 2.68347 2.87795
H -2.62932 4.17820 1.19360
H -2.29514 3.29326 -0.32675
H -2.31018 3.62738 3.18216
H -1.63842 2.08573 3.50668
C 0.59854 -1.06225 3.22541
O 0.16034 -1.16604 2.08246
N 0.64990 -2.12770 4.05273
N 1.25247 0.03803 3.68883
H 1.29268 -2.20655 4.81580
H 0.01473 -2.87220 3.82893
H 1.80918 0.02877 4.52032
H 1.29904 0.82599 3.06177
C -0.47820 -3.25075 -1.89185
O -0.02256 -2.17269 -2.29386
N 0.24550 -3.93884 -0.97688
N -1.71942 -3.75726 -2.08041
H 0.96466 -3.43875 -0.45876
H 0.02626 -4.89115 -0.75860
H -2.09188 -4.50411 -1.53365
H -2.38504 -3.25802 -2.64608

---

18
Properties=species:S:1:pos:R:3 method="wB97M-V/def2-TZVPD" charge=-1 s_squared=0.85 energy_ha=-1327.0499 multiplicity=2 relative_energy_kj_mol=234.9
O -0.54051 2.15687 -0.15697
C -1.60270 1.99851 -1.07061
C -2.49028 0.90927 -0.43499
O -1.92340 0.70945 0.83878
C -0.53662 1.08842 0.80729
H -2.12782 2.95759 -1.18294
H -1.22627 1.68151 -2.05530
H -2.46892 -0.02170 -1.02457
H -3.53477 1.22838 -0.31502
O -0.09631 1.44839 1.94550
Li 1.07942 -2.15464 -1.07921
O 1.12740 -0.15567 -0.88253
O -0.12774 -1.50417 0.37513
C 0.63728 -0.47925 0.25865
C 2.69849 -1.75602 0.95460
O 3.53290 -1.72725 1.86260
O 2.65367 -2.60393 0.01111
K 4.94617 -3.77577 1.14851

---

Please write out number 4 again, unchanged.
18
Properties=species:S:1:pos:R:3 method="wB97M-V/def2-TZVPD" charge=-1 s_squared=0.85 energy_ha=-1327.0499 multiplicity=2 relative_energy_kj_mol=234.9
O -0.54051 2.15687 -0.15697
C -1.60270 1.99851 -1.07061
C -2.49028 0.90927 -0.43499
O -1.92340 0.70945 0.83878
C -0.53662 1.08842 0.80729
H -2.12782 2.95759 -1.18294
H -1.22627 1.68151 -2.05530
H -2.46892 -0.02170 -1.02457
H -3.53477 1.22838 -0.31502
O -0.09631 1.44839 1.94550
Li 1.07942 -2.15464 -1.07921
O 1.12740 -0.15567 -0.88253
O -0.12774 -1.50417 0.37513
C 0.63728 -0.47925 0.25865
C 2.69849 -1.75602 0.95460
O 3.53290 -1.72725 1.86260
O 2.65367 -2.60393 0.01111
K 4.94617 -3.77577 1.14851